Version a
Molecular formula: C5H7Br
Method: DFT, ωB97M-V/def2-TZVPD

Computed properties:
LUMO level (spin up / spin down), eV: -0.59 / 0.15

Bonds (Å) are listed after each position.
Atoms and positions in Å:
1 C 0.278 -2.246 -1.084  C2 1.187, H7 1.030
2 C -0.384 -1.463 -0.486  C1 1.187, C5 1.346
3 C 0.839 1.927 -1.178  H8 1.013, H9 1.082, H10 1.032
4 C -0.265 -0.201 1.672  C5 1.523, H11 1.153, H12 1.241, H13 1.154
5 C -0.898 -0.519 0.324  C2 1.346, C4 1.523, Br6 1.826
6 Br -2.461 0.318 -0.115  C5 1.826
7 H 0.644 -2.966 -1.723  C1 1.030
8 H 0.418 1.844 -2.096  C3 1.013
9 H 1.016 2.840 -0.625  C3 1.082
10 H 1.331 1.045 -0.964  C3 1.032
11 H -0.350 0.913 1.958  C4 1.153
12 H -0.932 -0.779 2.544  C4 1.241
13 H 0.764 -0.713 1.774  C4 1.154


Version b
Molecular formula: C5H7Br
Method: DFT, ωB97M-V/def2-TZVPD

Computed properties:
SMILES: C[C@@H]1C=C(Br)C1
LUMO level, eV: 0.94

Bonds (Å) are listed after each position.
Atoms and positions in Å:
1 C -0.774 0.008 0.811  C2 1.502, H7 1.066, H8 1.124, H9 1.104
2 C 0.463 -0.289 0.013  C1 1.502, C3 1.546, C6 1.550, H10 1.136
3 C 1.730 0.562 0.262  C2 1.546, C4 1.347, H11 1.049
4 C 1.786 1.184 -0.932  C3 1.347, Br5 1.878, C6 1.844
5 Br 2.858 2.572 -1.604  C4 1.878
6 C 0.337 0.173 -1.461  C2 1.550, C4 1.844, H12 1.088, H13 1.170
7 H -0.612 1.042 1.011  C1 1.066
8 H -0.954 -0.740 1.630  C1 1.124
9 H -1.565 -0.014 0.040  C1 1.104
10 H 0.817 -1.366 0.085  C2 1.136
11 H 2.248 0.829 1.134  C3 1.049
12 H -0.562 0.752 -1.667  C6 1.088
13 H 0.502 -0.735 -2.179  C6 1.170


Most stable to least stable: version b, version a


Version a
Molecular formula: C5H7Br
Method: DFT, ωB97M-V/def2-TZVPD

Computed properties:
SMILES: C=C(C)C(=C)Br
LUMO level, eV: 0.65

Bonds (Å) are listed after each position.
Atoms and positions in Å:
1 C 0.892 0.594 -1.561  C2 1.372, H7 1.133, H8 1.013
2 C 0.487 0.000 -0.392  C1 1.372, C3 1.524, C4 1.556
3 C 1.099 -1.091 0.479  C2 1.524, H9 1.073, H10 1.146, H11 1.075
4 C -0.971 0.175 0.122  C2 1.556, C5 1.304, Br6 2.013
5 C -1.565 0.906 1.023  C4 1.304, H12 1.099, H13 1.162
6 Br -2.272 -0.797 -1.069  C4 2.013
7 H 1.956 0.458 -1.926  C1 1.133
8 H 0.218 1.312 -1.796  C1 1.013
9 H 0.537 -1.029 1.390  C3 1.073
10 H 2.195 -0.907 0.758  C3 1.146
11 H 0.896 -2.031 -0.001  C3 1.075
12 H -2.645 1.038 1.184  C5 1.099
13 H -0.828 1.373 1.790  C5 1.162


Version b
Molecular formula: C5H7Br
Method: DFT, ωB97M-V/def2-TZVPD

Computed properties:
SMILES: C=CC#CC.Br
LUMO level, eV: 0.76

Bonds (Å) are listed after each position.
Atoms and positions in Å:
1 C 1.542 1.648 0.629  C2 1.323, H6 1.076, H7 1.083
2 C 0.853 1.676 -0.500  C1 1.323, C3 1.405, H8 1.077
3 C 0.207 0.448 -0.721  C2 1.405, C4 1.209
4 C 0.055 -0.655 -0.252  C3 1.209, C5 1.449
5 C -0.361 -2.032 -0.071  C4 1.449, H9 1.091, H10 1.089, H11 1.090
6 H 1.563 0.775 1.258  C1 1.076
7 H 2.114 2.500 0.976  C1 1.083
8 H 0.785 2.508 -1.179  C2 1.077
9 H -1.030 -2.129 0.786  C5 1.091
10 H 0.522 -2.644 0.107  C5 1.089
11 H -0.873 -2.403 -0.959  C5 1.090
12 Br -3.375 0.097 0.126  H13 1.416
13 H -2.002 0.213 -0.200  Br12 1.416


Most stable to least stable: version a, version b


Version a
Molecular formula: CH6N2O2
Method: DFT, ωB97M-V/def2-TZVPD

Computed properties:
SMILES: O=CO.NN
LUMO level, eV: 0.87

Bonds (Å) are listed after each position.
Atoms and positions in Å:
1 O -0.011 1.691 -0.344  C2 1.205
2 C 0.866 1.434 0.441  O1 1.205, O3 1.382, H4 1.227
3 O 1.888 2.220 0.938  C2 1.382, H5 0.973
4 H 0.975 0.218 0.563  C2 1.227
5 H 1.906 3.177 0.764  O3 0.973
6 N -0.467 -1.926 -0.865  N7 1.428, H8 1.042, H9 1.107
7 N -0.708 -0.829 0.016  N6 1.428, H10 0.994, H11 1.134
8 H -0.878 -1.461 -1.702  N6 1.042
9 H -1.284 -2.668 -0.785  N6 1.107
10 H -0.479 -1.279 0.872  N7 0.994
11 H -1.809 -0.576 0.104  N7 1.134


Version b
Molecular formula: CH6N2O2
Method: DFT, ωB97M-V/def2-TZVPD

Computed properties:
LUMO level, eV: 0.59

Bonds (Å) are listed after each position.
Atoms and positions in Å:
1 C 1.669 0.768 -0.049  N2 1.304, O5 1.193
2 N 0.721 -0.126 -0.094  C1 1.304, O4 1.417, H7 1.039
3 N -2.012 -0.076 0.054  H8 1.011, H9 1.012, H10 1.014
4 O 1.085 -1.485 0.082  N2 1.417, H11 0.972
5 O 2.851 0.671 0.085  C1 1.193
6 H 1.026 2.099 -0.316  no bonds
7 H -0.312 -0.010 -0.086  N2 1.039
8 H -2.237 -0.747 0.775  N3 1.011
9 H -2.453 0.806 0.281  N3 1.012
10 H -2.395 -0.414 -0.822  N3 1.014
11 H 2.057 -1.485 0.091  O4 0.972


Most stable to least stable: version b, version a